Entry 1:
{"formula": "C20H38ClF8N3O5PS", "method": "the ωB97M-V functional and the def2-TZVPD basis", "species": ["C", "C", "C", "Cl", "P", "O", "C", "O", "N", "C", "O", "F", "S", "O", "O", "C", "F", "F", "C", "F", "F", "C", "F", "F", "F", "H", "H", "H", "H", "H", "H", "H", "H", "C", "C", "N", "C", "C", "C", "C", "H", "H", "H", "H", "H", "H", "H", "H", "H", "H", "H", "H", "H", "H", "H", "C", "C", "N", "C", "C", "C", "C", "H", "H", "H", "H", "H", "H", "H", "H", "H", "H", "H", "H", "H", "H", "H"], "xyz": [[2.3205, -4.3582, 0.8451], [2.3099, -2.7548, 0.5877], [1.1319, -2.0565, 1.4468], [1.8823, -0.5151, 2.1827], [-0.3005, -1.4067, 0.3386], [0.4446, -0.6649, -1.0063], [-1.2225, -0.0890, 1.3412], [-1.3313, -0.3056, 2.5880], [-1.7138, 1.1121, 0.6425], [-1.6902, 2.3255, 1.4914], [-1.1755, 3.3673, 1.0007], [-2.2441, 2.4363, 2.7930], [-1.5127, -3.0293, -0.3777], [-1.1842, -4.2799, 0.4250], [-1.0229, -3.3238, -1.7933], [-3.3438, -2.6762, -0.4680], [-3.6942, -1.3048, -0.2160], [-3.7241, -2.9123, -1.8401], [-4.2792, -3.6404, 0.4180], [-4.1979, -5.0026, 0.0146], [-5.6370, -3.2242, 0.1566], [-4.0622, -3.5475, 2.0073], [-3.2271, -4.5855, 2.5393], [-5.3517, -3.7782, 2.6061], [-3.6093, -2.2900, 2.4789], [1.5970, -4.6348, 1.6860], [3.3959, -4.6455, 1.1539], [2.0780, -4.8533, -0.1592], [2.3038, -2.4843, -0.5242], [3.3125, -2.3549, 1.0068], [0.7193, -2.7088, 2.2940], [-0.2395, -0.4064, -1.6736], [-2.6707, 1.0005, 0.2658], [7.5533, -2.4985, -0.2304], [6.8840, -3.6780, -0.9264], [5.9468, -3.2885, -1.9769], [5.1082, -4.3922, -2.4393], [5.7950, -5.5620, -3.1403], [6.4776, -2.4246, -3.0284], [7.6747, -2.9328, -3.8284], [6.8107, -1.8039, 0.1727], [8.1636, -2.8572, 0.6031], [8.2158, -1.9486, -0.9036], [6.3368, -4.2332, -0.1551], [7.6615, -4.3532, -1.3041], [4.3238, -3.9992, -3.0981], [4.5662, -4.7900, -1.5720], [6.0942, -5.3044, -4.1564], [5.0983, -6.4032, -3.2194], [6.6711, -5.9183, -2.5947], [6.7551, -1.4663, -2.5759], [5.6725, -2.1650, -3.7256], [8.4452, -3.3791, -3.1964], [8.1391, -2.0983, -4.3638], [7.3766, -3.6632, -4.5824], [-7.4544, 6.3856, 0.8072], [-6.0970, 5.8390, 1.2338], [-4.9811, 6.3484, 0.4416], [-3.7364, 5.6172, 0.6628], [-3.1069, 5.6876, 2.0525], [-4.8478, 7.8009, 0.3729], [-4.6923, 8.5631, 1.6871], [-7.6382, 6.2022, -0.2550], [-8.2482, 5.8917, 1.3747], [-7.5409, 7.4587, 0.9960], [-6.1423, 4.7496, 1.1175], [-5.9583, 6.0330, 2.3048], [-2.9927, 5.9381, -0.0768], [-3.9201, 4.5607, 0.4288], [-2.6256, 6.6496, 2.2295], [-2.3283, 4.9233, 2.1415], [-3.8322, 5.5047, 2.8484], [-5.7245, 8.2003, -0.1483], [-4.0092, 8.0576, -0.2846], [-5.3876, 8.2220, 2.4570], [-4.8912, 9.6267, 1.5201], [-3.6761, 8.4909, 2.0787]], "atomic_forces_ev_per_a": [[0.51, 0.64, -0.62], [0.65, -0.71, 0.62], [1.24, 0.16, -0.17], [-1.19, -1.05, -0.64], [3.23, 3.00, -1.05], [-2.40, -1.76, 2.51], [-2.31, 0.52, 4.79], [1.02, 0.71, -5.91], [0.09, -0.99, 2.66], [2.08, 6.17, -1.04], [-2.52, -5.62, 2.48], [1.11, -1.53, -3.38], [3.33, -7.88, -3.87], [-1.79, 4.61, -0.58], [-1.81, 2.73, 3.85], [-3.78, 1.14, -2.68], [1.45, -3.08, -0.22], [1.40, 0.57, 3.82], [-2.37, -1.31, -0.44], [0.25, 3.73, 0.93], [3.77, -0.76, 0.53], [-1.45, -1.44, 3.73], [-2.02, 3.27, -1.91], [3.65, 0.81, -1.72], [-0.74, -3.06, -1.66], [1.00, 0.15, -1.37], [-1.87, 0.34, -0.51], [0.16, 0.35, 1.78], [-0.22, -0.33, 1.63], [-1.92, -0.36, -0.68], [0.40, 1.05, -1.35], [0.64, -0.10, 0.34], [0.60, -0.18, -0.03], [0.06, 0.05, -0.08], [0.07, 0.17, -0.03], [-0.50, -0.01, 0.06], [-0.09, 0.01, 0.12], [-0.09, -0.24, -0.18], [0.15, 0.31, 0.13], [0.11, 0.01, -0.31], [0.03, -0.03, -0.10], [-0.06, 0.00, -0.10], [-0.07, -0.01, 0.07], [-0.12, -0.08, -0.25], [0.09, -0.07, 0.06], [0.18, 0.14, 0.01], [0.14, 0.06, 0.11], [0.07, -0.02, 0.08], [0.06, 0.08, 0.02], [-0.04, 0.06, -0.03], [-0.01, -0.13, 0.11], [-0.07, -0.22, 0.16], [-0.06, 0.01, 0.00], [-0.05, -0.07, 0.07], [0.11, -0.02, 0.11], [-0.01, 0.11, -0.01], [-0.06, 0.16, -0.09], [0.25, -0.28, -0.20], [-0.06, -0.01, -0.09], [0.28, -0.09, 0.21], [-0.30, 0.14, -0.16], [0.16, 0.26, 0.12], [0.08, 0.06, 0.08], [0.10, 0.04, -0.02], [-0.01, -0.08, -0.04], [0.27, 0.06, -0.03], [-0.06, -0.03, 0.12], [-0.17, 0.13, 0.04], [-0.21, 0.01, -0.01], [-0.10, -0.03, 0.06], [-0.18, 0.29, 0.02], [-0.01, 0.07, -0.06], [-0.01, -0.16, 0.07], [0.00, -0.27, 0.08], [0.02, -0.02, -0.05], [0.01, -0.11, 0.00], [-0.13, -0.04, 0.08]], "mol_weight_g_mol": 651.0, "lumo_ev": -6.0, "total_energy_ev": -90435.757, "homo_lumo_gap_ev": 3.633, "spin_multiplicity": 1, "total_charge": 1}

---

Entry 2:
{"formula": "C9H15NSi", "method": "the ωB97M-V functional and the def2-TZVPD basis", "species": ["C", "C", "C", "C", "C", "C", "N", "Si", "C", "C", "C", "H", "H", "H", "H", "H", "H", "H", "H", "H", "H", "H", "H", "H", "H", "H"], "xyz": [[-2.2223, -0.5958, 4.7791], [-1.7325, -0.7023, 3.4399], [-1.6007, -0.7648, 2.2454], [-1.1700, -0.8835, 0.8653], [-0.3976, 0.5197, 0.2258], [-1.3454, 1.5188, 0.0861], [-2.1502, 2.3250, -0.0990], [0.7863, 0.4569, -1.2283], [1.8760, 1.9883, -1.4123], [2.1603, -0.8593, -0.9834], [-0.3116, 0.0707, -2.6901], [-2.8112, 0.3928, 4.7876], [-1.3733, -0.8419, 5.4699], [-3.0958, -1.2511, 5.0713], [-1.9847, -1.2185, 0.1344], [-0.2895, -1.5825, 0.7436], [0.1403, 0.9634, 1.1254], [1.2588, 2.7472, -1.8101], [2.2208, 2.3184, -0.4738], [2.7847, 2.0189, -1.9349], [1.9387, -1.8390, -0.6483], [2.4825, -0.8048, -1.9810], [2.8335, -0.4568, -0.3230], [-0.3915, -1.0984, -2.8179], [-1.3792, 0.3856, -2.6820], [-0.0117, 0.4608, -3.6377]], "atomic_forces_ev_per_a": [[-1.51, 0.46, 1.28], [-0.91, -0.60, -1.35], [0.82, 0.10, -0.24], [1.80, 0.45, -2.75], [0.42, -1.50, 3.62], [-2.51, 1.94, -1.11], [0.24, -0.11, 0.14], [1.11, -1.16, -0.24], [-1.60, -0.58, 0.43], [-3.08, 0.62, -0.37], [-1.35, -2.29, -0.30], [1.70, -0.82, 0.85], [-1.06, 1.08, -0.05], [1.17, -0.08, -0.79], [1.09, 0.62, 1.12], [-1.25, 0.23, 0.46], [0.12, -1.03, -0.75], [-0.65, 1.22, -0.44], [-0.02, 0.46, 1.68], [1.07, -0.82, -1.41], [-0.44, -1.06, -0.06], [1.16, -0.50, -1.36], [1.94, 1.11, 1.40], [0.33, 2.08, 0.23], [0.63, 0.01, 0.70], [0.78, 0.16, -0.70]], "mol_weight_g_mol": 165.3, "lumo_ev": 0.7, "e_above_lowest_kj_mol": 353.65, "total_energy_ev": -18941.246, "homo_lumo_gap_ev": 10.192, "spin_multiplicity": 1, "smiles": "CC#CC[C@H](C#N)[Si](C)(C)C"}

---

Entry 3:
{"formula": "BrH2O2PS", "method": "the ωB97M-V functional and the def2-TZVPD basis", "species": ["O", "O", "P", "S", "Br", "H", "H"], "xyz": [[-0.6908, 0.4195, -1.1992], [1.0854, 0.0691, 0.4211], [0.0224, 1.1021, 0.0503], [0.4390, 3.0322, -0.2346], [-2.6006, 0.2337, 1.4974], [-1.4410, 0.8227, -1.4595], [0.6687, -0.7709, 0.2336]], "atomic_forces_ev_per_a": [[4.64, -2.41, 1.83], [0.80, -0.33, 0.70], [-2.67, 3.91, -1.49], [-0.49, -2.71, 1.06], [1.96, 0.65, -0.79], [-4.35, 2.23, -1.39], [0.11, -1.34, 0.09]], "mol_weight_g_mol": 177.0, "lumo_ev": [-2.7, -2.7], "e_above_lowest_kj_mol": 209.84, "total_energy_ev": -94294.158, "homo_lumo_gap_ev": [6.918, 6.924], "spin_multiplicity": 1}